The following is a quantum chemistry calculation of a structure of composition C25H32ClFeN4S3 in a non-equilibrium geometry, from the Open Molecules 2025 dataset.

Properties
2S+1: 5
⟨S²⟩: 6.0138
energy: -111816.9433 eV
frontier orbital gap (spin up / spin down): 7.96 / 7.72 eV
net charge: +1
LUMO energy (spin up / spin down): -2.5 / -2.7 eV

Positions of all 66 atoms, in Å:
Fe: 0.858 -0.638 0.557
C: 2.944 1.769 0.814
C: 1.942 2.715 0.130
C: 0.484 2.499 0.412
C: -0.344 3.605 0.753
C: -1.722 3.414 0.714
C: -2.247 2.125 0.422
C: -1.372 1.088 0.128
N: -0.014 1.266 0.163
N: 2.339 0.673 1.627
C: 3.485 -0.266 1.944
C: 3.782 -1.117 0.721
C: 4.935 -1.896 0.615
C: 5.163 -2.587 -0.575
C: 4.178 -2.581 -1.577
C: 3.001 -1.907 -1.329
N: 2.803 -1.172 -0.198
C: 1.815 1.250 2.925
C: 0.503 0.585 3.258
C: -0.309 0.982 4.314
C: -1.391 0.187 4.684
C: -1.714 -0.943 3.919
C: -0.990 -1.191 2.786
N: 0.106 -0.459 2.460
H: 3.653 2.341 1.462
H: 3.496 1.252 0.016
H: 2.087 2.632 -0.954
H: 2.194 3.765 0.380
H: 0.092 4.575 0.995
H: -2.391 4.230 1.001
H: -3.329 1.910 0.469
H: -1.715 0.108 -0.185
H: 3.171 -0.930 2.795
H: 4.330 0.323 2.266
H: 5.556 -1.975 1.503
H: 6.090 -3.172 -0.655
H: 4.282 -3.115 -2.528
H: 2.178 -1.929 -2.053
H: 1.677 2.331 2.769
H: 2.566 1.129 3.718
H: -0.029 1.870 4.883
H: -1.969 0.414 5.571
H: -2.486 -1.653 4.246
H: -1.233 -2.018 2.104
C: -4.558 0.145 -2.361
C: -4.695 -1.297 -1.848
S: -3.317 -1.852 -0.777
C: -2.357 -2.922 -1.891
C: -1.680 -2.268 -3.096
S: -0.455 -0.992 -2.630
C: -0.812 0.331 -3.824
C: -2.062 1.151 -3.482
S: -3.642 0.341 -3.927
H: -4.066 0.784 -1.618
H: -5.575 0.608 -2.531
H: -4.787 -2.011 -2.675
H: -5.563 -1.405 -1.188
H: -3.032 -3.750 -2.188
H: -1.648 -3.351 -1.178
H: -2.457 -1.805 -3.748
H: -1.112 -3.009 -3.703
H: -0.876 -0.102 -4.850
H: 0.073 1.002 -3.764
H: -2.090 2.077 -4.050
H: -2.026 1.438 -2.409
Cl: 0.281 -2.608 0.269

---

The following is a quantum chemistry calculation of a structure of composition C25H32ClN2O7PPd in a non-equilibrium geometry, from the Open Molecules 2025 dataset.

Properties
2S+1: 5
⟨S²⟩: 6.0471
energy: -69041.1857 eV
frontier orbital gap (spin up / spin down): 4.74 / 2.89 eV
net charge: 0
LUMO energy (spin up / spin down): -0.9 / -4.6 eV

Positions of all 69 atoms, in Å:
Pd: 12.617 10.672 10.264
N: 13.636 11.612 8.764
C: 14.852 12.162 9.413
C: 15.334 11.328 10.627
O: 16.085 11.770 11.444
N: 14.529 10.203 10.735
C: 14.712 9.378 11.905
C: 13.500 9.590 12.943
O: 13.707 9.512 14.143
O: 12.396 9.865 12.296
H: 13.133 12.409 8.356
H: 13.923 10.984 7.980
H: 15.654 12.382 8.683
H: 14.645 13.118 9.924
H: 14.600 8.364 11.480
H: 15.660 9.587 12.457
Cl: 15.006 4.357 8.895
C: 13.865 5.620 8.895
C: 13.785 6.508 7.771
C: 13.049 7.671 7.964
C: 12.398 7.971 9.179
C: 11.639 9.217 9.153
C: 12.461 7.094 10.247
C: 13.188 5.908 10.107
H: 14.432 6.309 6.879
H: 13.040 8.371 7.110
H: 10.640 9.137 9.605
H: 11.717 9.725 8.184
H: 12.027 7.413 11.216
H: 13.329 5.258 10.960
O: 16.161 9.293 8.100
C: 15.735 9.985 7.097
O: 14.615 10.322 6.656
C: 16.935 10.514 6.371
C: 16.743 11.024 5.051
C: 17.850 11.158 4.200
C: 19.076 10.717 4.651
O: 20.259 10.534 3.952
C: 21.207 9.901 4.870
O: 20.476 9.712 6.174
C: 19.258 10.284 5.970
C: 18.236 10.255 6.839
H: 15.773 11.377 4.719
H: 17.734 11.508 3.208
H: 22.028 10.638 5.084
H: 21.412 8.870 4.580
H: 18.351 9.915 7.911
C: 12.237 13.769 12.376
C: 11.422 13.950 11.035
P: 10.862 12.399 10.276
C: 9.636 11.676 11.462
C: 8.492 12.611 11.923
C: 9.951 12.656 8.697
C: 10.407 13.793 7.819
H: 11.658 13.352 13.195
H: 12.620 14.682 12.754
H: 13.033 13.005 12.240
H: 12.076 14.479 10.287
H: 10.617 14.682 11.081
H: 10.278 11.320 12.240
H: 9.216 10.786 10.987
H: 8.882 13.385 12.571
H: 7.749 11.962 12.460
H: 7.949 13.057 11.097
H: 8.897 12.777 8.999
H: 10.044 11.734 8.160
H: 10.212 14.716 8.352
H: 9.827 13.845 6.873
H: 11.492 13.752 7.552

---

The following is a quantum chemistry calculation of a structure of composition C25H32FeN4O10P2Te in a non-equilibrium geometry, from the Open Molecules 2025 dataset.

Properties
2S+1: 5
⟨S²⟩: 6.0100
energy: -113140.7544 eV
frontier orbital gap (spin up / spin down): 8.02 / 8.04 eV
net charge: 0
LUMO energy (spin up / spin down): 0.2 / 0.3 eV

Positions of all 75 atoms, in Å:
Fe: -1.736 1.438 0.834
O: -1.425 0.057 2.448
N: -0.499 0.485 3.243
N: 0.080 1.574 2.861
O: -0.336 2.246 1.817
C: 1.069 2.119 3.755
C: 1.779 3.234 3.389
C: 2.885 3.580 4.128
C: 3.306 2.747 5.197
C: 2.522 1.702 5.653
C: 1.391 1.392 4.915
H: 1.514 3.760 2.478
H: 3.535 4.467 3.923
H: 4.212 3.058 5.621
H: 2.795 1.164 6.548
H: 0.746 0.528 5.095
N: -4.636 -1.852 -0.205
C: -3.999 -0.844 -1.208
C: -4.469 -1.223 -2.606
P: -4.610 0.896 -0.674
O: -4.187 1.801 -1.903
O: -6.036 0.661 -0.564
O: -3.721 1.156 0.593
P: -2.104 -1.059 -1.050
O: -2.143 -1.597 0.451
O: -1.696 -2.036 -2.078
O: -1.395 0.274 -0.971
H: -5.568 -1.529 0.054
H: -4.055 -1.940 0.647
H: -4.632 -2.753 -0.620
H: -5.556 -1.326 -2.596
H: -3.952 -2.086 -2.980
H: -4.240 -0.470 -3.336
H: -3.396 2.296 -1.713
H: -1.540 -1.284 1.130
Te: 1.855 -0.784 0.524
C: 2.314 -2.124 -0.987
C: 3.565 -1.856 -1.636
C: 3.783 -2.394 -2.936
C: 2.757 -3.187 -3.536
C: 1.597 -3.459 -2.850
C: 1.323 -2.905 -1.633
C: 2.101 -1.939 2.237
C: 1.075 -2.857 2.668
C: 1.284 -3.677 3.780
C: 2.451 -3.493 4.489
C: 3.415 -2.626 4.143
C: 3.276 -1.840 2.968
H: 4.365 -1.256 -1.249
H: 4.739 -2.194 -3.447
H: 2.928 -3.643 -4.483
H: 0.858 -4.005 -3.350
H: 0.255 -2.912 -1.174
H: 0.110 -2.947 2.053
H: 0.625 -4.480 4.111
H: 2.599 -4.092 5.385
H: 4.296 -2.544 4.727
H: 3.925 -1.089 2.594
O: -2.027 2.943 -0.761
C: -1.034 3.221 -1.440
O: 0.092 3.557 -0.870
C: -0.941 3.168 -2.946
N: 0.442 3.402 -3.419
C: 0.965 2.070 -3.723
C: -0.135 1.325 -4.391
C: -1.395 1.808 -3.647
H: -1.625 3.872 -3.318
H: 0.631 3.898 -1.723
H: 0.518 3.944 -4.244
H: 1.385 1.492 -2.850
H: 1.854 2.141 -4.415
H: 0.030 0.282 -4.192
H: -0.220 1.457 -5.458
H: -1.742 1.000 -2.951
H: -2.197 2.088 -4.326

---

Energy relative to the best compared isomer or geometry (same formula, charge and spin) for the records above, in order: 0.0, 114.0, 72.2 kJ/mol